C67H61I4N8O2PTi | ωB97M-V/def2-TZVPD

Last column: Mulliken charge in e.
Cartesian coordinates (Å):
Ti1 -0.02540 -0.98301 0.33184  -3.11
I1 7.58129 -7.50420 -0.34314  -0.02
C1 5.95785 -6.17818 -0.17851  -0.16
C2 5.42210 -5.60663 -1.31828  -1.25
C3 4.34329 -4.73844 -1.19905  -0.09
C4 3.77276 -4.41960 0.04177  0.59
C5 4.35515 -5.02097 1.16975  -0.30
C6 5.42983 -5.89086 1.07240  -0.77
C7 2.60895 -3.52485 0.17833  0.98
C8 2.64891 -2.51505 1.17712  -0.11
C9 3.81840 -2.12822 1.85812  -1.17
C10 3.46732 -1.12663 2.74322  -1.66
C11 2.08026 -0.91751 2.59245  0.73
C12 1.27434 -0.17714 3.48367  1.34
C13 1.95494 0.60049 4.53419  0.25
C14 1.68625 0.42657 5.89711  -0.34
C15 2.34659 1.15899 6.87639  -0.76
C16 3.30413 2.08416 6.49624  -0.26
I2 4.31726 3.19388 7.96789  -0.02
C17 3.60670 2.28503 5.15885  -0.66
C18 2.93136 1.54689 4.19692  -0.36
C19 -0.12971 -0.17752 3.42184  0.51
N1 -0.89090 -0.69540 2.39116  0.10
C20 -2.18277 -0.27884 2.64754  0.59
C21 -3.28496 -0.35831 1.76717  1.10
C22 -4.60228 0.11093 2.25360  0.10
C23 -5.16983 -0.42466 3.41380  -0.24
C24 -6.41734 -0.02459 3.87158  -0.81
C25 -7.11942 0.93815 3.16287  -0.18
I3 -9.00956 1.55714 3.84536  -0.01
C26 -6.58904 1.50316 2.01674  -0.73
C27 -5.33749 1.08634 1.57755  0.01
C28 -3.19883 -0.88666 0.49988  0.44
C29 -4.31397 -1.07326 -0.38859  -1.62
C30 -3.89213 -1.86370 -1.40270  -2.00
C31 -2.51403 -2.18032 -1.15797  0.45
N2 -2.07805 -1.52103 -0.01303  1.13
C32 -1.83600 -3.18587 -1.81647  1.00
C33 -0.53135 -3.59673 -1.50475  0.01
C34 0.11263 -4.69339 -2.13573  -1.23
C35 1.35591 -4.80122 -1.58223  -1.87
C36 1.48735 -3.74082 -0.63270  -0.18
N3 0.32232 -3.00383 -0.58549  0.63
C37 -2.60490 -4.00926 -2.79611  -0.27
C38 -3.05911 -3.50115 -4.01122  0.10
C39 -3.80071 -4.27671 -4.89815  -0.93
C40 -4.08862 -5.58635 -4.56365  -0.06
I4 -5.20266 -6.77336 -5.89543  -0.01
C41 -3.65347 -6.13104 -3.36520  -0.77
C42 -2.91794 -5.33741 -2.49490  0.07
C43 -2.23878 0.45569 3.85745  -1.71
C44 -0.96005 0.52184 4.34296  -1.74
N4 1.58004 -1.74310 1.60218  0.51
H1 5.84287 -5.82355 -2.29178  0.38
H2 3.92710 -4.29611 -2.09581  0.59
H3 3.93371 -4.80233 2.14256  0.56
H4 5.84069 -6.34999 1.96164  0.36
H5 4.80124 -2.54220 1.69798  0.64
H6 4.10808 -0.64042 3.46230  0.48
H7 0.95535 -0.31617 6.19186  0.53
H8 2.12238 0.99650 7.92301  0.38
H9 4.35064 3.01509 4.86575  0.39
H10 3.14694 1.70680 3.14635  0.72
H11 -4.61808 -1.18139 3.95799  0.51
H12 -6.84162 -0.47038 4.76184  0.37
H13 -7.13283 2.26641 1.47546  0.42
H14 -4.90513 1.53991 0.69474  0.36
H15 -5.31583 -0.70423 -0.23682  0.53
H16 -4.48588 -2.23260 -2.22374  0.52
H17 -0.31465 -5.31209 -2.90930  0.58
H18 2.09236 -5.55858 -1.79411  0.61
H19 -2.81586 -2.47974 -4.27242  0.49
H20 -4.13635 -3.86286 -5.83997  0.38
H21 -3.89112 -7.15428 -3.10639  0.37
H22 -2.57755 -5.74568 -1.55082  0.48
H23 -3.12155 0.91322 4.27644  0.47
H24 -0.62565 1.06321 5.21328  0.38
C45 3.92508 -1.08886 -1.80778  -2.38
C46 2.42391 -1.05219 -1.68281  0.88
O1 1.96917 -0.62678 -0.62230  0.50
C47 1.58311 -1.35922 -2.82525  0.64
C48 2.11503 -1.89415 -4.00754  -0.57
C49 1.35684 -2.02460 -5.14694  -1.45
C50 0.02657 -1.56874 -5.12373  -1.02
C51 -0.52008 -1.03658 -3.98541  -0.45
C52 0.21811 -0.95833 -2.77172  0.49
O2 -0.34196 -0.47678 -1.72137  1.11
H25 4.35194 -0.78695 -0.85342  0.11
H26 4.26597 -0.42205 -2.60554  0.42
H27 4.26547 -2.09859 -2.03693  0.57
H28 3.15253 -2.20966 -4.02371  0.38
H29 1.77837 -2.45734 -6.04551  0.37
H30 -0.58143 -1.65556 -6.01890  0.39
H31 -1.54772 -0.69318 -3.95458  0.88
N5 0.03205 0.87789 0.56592  1.32
P1 0.12807 2.21992 -0.17299  -1.89
N6 1.47693 2.63265 -1.12357  0.43
C53 1.78773 2.03141 -2.42741  1.10
C54 2.67957 2.98717 -3.21017  -1.60
C55 3.99257 3.18635 -2.45340  -0.58
C56 3.71760 3.63442 -1.01720  -1.34
C57 2.72195 2.70368 -0.32997  0.58
N7 -1.20587 2.71731 -1.08565  1.06
C58 -2.47630 2.34240 -0.43011  0.01
C59 -3.49087 3.48449 -0.60170  -1.01
C60 -3.20747 4.25107 -1.89818  -0.78
C61 -2.71401 3.26188 -2.94887  -0.98
C62 -1.34224 2.69364 -2.54099  0.32
N8 0.19832 3.45307 0.95498  0.89
C63 0.25552 3.21174 2.39172  0.26
C64 -0.83673 4.00125 3.09989  -0.64
C65 -0.69872 5.48797 2.76928  -1.04
C66 -0.71138 5.70678 1.25512  -0.48
C67 0.34305 4.83970 0.57085  -0.74
H32 0.89540 1.78672 -2.97839  0.31
H33 2.33109 1.09568 -2.29786  -0.82
H34 2.16145 3.94785 -3.30834  0.41
H35 2.86288 2.59306 -4.21381  0.40
H36 4.63160 3.91188 -2.96549  0.54
H37 4.53349 2.23284 -2.43132  0.11
H38 3.30140 4.64765 -1.02621  0.31
H39 4.64667 3.65701 -0.44023  0.41
H40 2.48887 3.07814 0.66649  0.08
H41 3.15448 1.70359 -0.20481  -0.29
H42 -2.29991 2.13017 0.62351  -0.26
H43 -2.85717 1.41083 -0.86388  0.04
H44 -3.45390 4.16126 0.25628  0.34
H45 -4.50189 3.06756 -0.64000  0.47
H46 -2.42873 4.99961 -1.72304  0.22
H47 -4.10093 4.77929 -2.24017  0.59
H48 -2.62468 3.73470 -3.92919  0.59
H49 -3.44200 2.45088 -3.04701  0.35
H50 -0.56869 3.33214 -2.96842  0.30
H51 -1.22911 1.68117 -2.94793  -0.75
H52 1.23393 3.53334 2.78842  0.23
H53 0.15553 2.14605 2.57044  -0.56
H54 -0.77700 3.83272 4.17828  0.44
H55 -1.80934 3.62707 2.75953  0.06
H56 0.25799 5.84856 3.17035  0.34
H57 -1.48986 6.07284 3.24645  0.49
H58 -0.52851 6.76008 1.01848  0.44
H59 -1.69484 5.43717 0.85442  -0.05
H60 1.34461 5.20585 0.85743  0.39
H61 0.26056 4.91716 -0.51275  0.38

- Charge: -2
- HOMO-LUMO gap (spin up / spin down): 2.95 / 4.64 eV
- Expectation value of S²: 2.0284
- HOMO level (spin up / spin down): 0.09 / -1.60 eV
- 2S+1: 3

***

C2HFN2O2 | ωB97M-V/def2-TZVPD

Last column: Mulliken charge in e.
Cartesian coordinates (Å):
C1 -0.67395 0.81950 0.04080  0.37
C2 -0.67992 -0.94841 0.05293  0.57
N1 0.53374 1.13810 -0.14180  -0.34
N2 1.31591 0.10927 -0.35523  0.05
O1 -1.60325 -1.67350 0.18815  -0.47
O2 0.60221 -1.16598 -0.11807  -0.23
F1 -1.68687 1.62137 0.17203  -0.22
H1 2.19215 0.09964 0.16118  0.27

- Charge: 0
- Structure (SMILES): O=c1o[nH]nc1F
- HOMO-LUMO gap: 10.84 eV
- HOMO level: -10.06 eV
- Relative energy (zero: lowest compared OMol25 entry of this formula, charge and spin): 302.9 kJ/mol

***

C3H6O | ωB97M-V/def2-TZVPD

Last column: Mulliken charge in e.
Cartesian coordinates (Å):
C1 0.08498 -0.43661 -0.46711  -0.21
C2 0.17625 1.00414 -1.07063  -0.03
C3 -0.27350 -0.40904 1.10218  -1.14
O1 0.14948 1.37351 -2.18955  -0.43
H1 -0.55983 -1.25858 -0.90973  0.28
H2 1.15566 -0.87563 -0.67782  0.21
H3 0.27987 1.72341 -0.24444  0.32
H4 -1.09621 0.27603 1.33924  0.32
H5 0.62427 -0.05573 1.56952  0.31
H6 -0.54097 -1.34150 1.54835  0.37

- Charge: 0
- Structure (SMILES): CCC=O
- HOMO-LUMO gap: 10.91 eV
- HOMO level: -9.87 eV
- Relative energy (zero: lowest compared OMol25 entry of this formula, charge and spin): 91.7 kJ/mol

***

C14H20ClCoNO10P2S2 | ωB97M-V/def2-TZVPD

Last column: Mulliken charge in e.
Cartesian coordinates (Å):
Co1 0.37569 0.60308 0.92437  1.24
C1 -1.85750 3.91666 -0.96551  -1.86
C2 -1.82867 3.18607 0.36306  0.83
O1 -2.70822 3.84402 1.25637  -0.62
P1 -2.35216 1.43363 0.18291  0.70
O2 -2.83266 0.86635 1.57014  -0.55
O3 -3.69189 1.53871 -0.65327  -0.50
O4 -1.26839 0.61763 -0.43078  -0.57
P2 -0.14744 3.07043 1.10623  1.12
O5 0.22026 4.57926 1.43304  -0.65
O6 -0.35083 2.18547 2.30775  -0.59
O7 0.85520 2.41899 0.16021  -0.75
H1 -2.87495 3.95382 -1.35085  0.44
H2 -1.21546 3.41367 -1.68669  0.36
H3 -1.49940 4.93423 -0.81775  0.43
H4 -2.61708 3.42984 2.12668  0.43
H5 -2.12924 0.34180 2.01581  0.54
H6 -4.19291 0.71449 -0.67183  0.37
H7 0.81910 4.64978 2.18926  0.37
S1 1.36675 -1.14536 -0.35864  -0.50
C3 2.21106 -0.55574 -1.66575  0.42
N1 2.85996 -1.35008 -2.52541  -0.23
C4 3.27926 -0.76083 -3.78519  -0.57
C5 3.50333 0.71056 -3.46500  -0.57
S2 2.30902 1.11194 -2.14853  0.07
H8 2.79752 -2.34806 -2.39784  0.26
H9 2.49615 -0.88849 -4.53989  0.27
H10 4.19310 -1.24077 -4.13808  0.33
H11 3.31912 1.34697 -4.32580  0.38
H12 4.51267 0.88941 -3.09531  0.29
C6 3.79581 2.28786 1.54917  -1.29
C7 3.05569 2.43857 2.84223  0.95
C8 3.15457 3.59845 3.60100  -1.02
C9 2.47617 3.71308 4.80440  0.31
Cl1 2.62979 5.18101 5.72916  -0.24
C10 1.69771 2.67759 5.28689  -1.00
C11 1.57212 1.52079 4.53340  -0.28
C12 2.23471 1.41634 3.32176  1.00
O8 2.08711 0.32677 2.48393  -0.81
C13 1.69685 -0.91074 3.09273  -0.95
C14 0.17613 -1.13971 3.09368  0.76
O9 -0.33361 -1.82004 3.95665  -0.70
O10 -0.45746 -0.61301 2.09290  -0.67
H13 4.49142 3.11345 1.41378  0.41
H14 3.10287 2.27478 0.70949  0.10
H15 4.35434 1.35154 1.53207  0.28
H16 3.78619 4.40878 3.26243  0.38
H17 1.17612 2.77933 6.22640  0.43
H18 0.91998 0.73262 4.88084  0.49
H19 2.08575 -0.97467 4.10909  0.49
H20 2.15857 -1.69357 2.48535  0.44

- Charge: 0
- HOMO-LUMO gap (spin up / spin down): 8.43 / 8.55 eV
- Expectation value of S²: 0.7685
- HOMO level (spin up / spin down): -8.42 / -8.54 eV
- Relative energy (zero: lowest compared OMol25 entry of this formula, charge and spin): 52.0 kJ/mol
- 2S+1: 2

***

C4H8I2O | ωB97M-V/def2-TZVPD

Last column: Mulliken charge in e.
Cartesian coordinates (Å):
C1 2.12417 1.32972 -1.78694  -1.16
C2 -2.29065 -1.46606 1.50005  -1.29
C3 1.58857 1.24999 -0.43373  0.23
C4 -1.32613 -0.73681 0.72903  -0.51
O1 0.48028 1.57855 -0.13133  -0.46
I1 -1.80373 -0.80822 -1.35483  0.12
I2 0.77498 -1.34077 1.23888  0.05
H1 3.07865 1.78358 -1.70407  0.38
H2 2.36623 0.35422 -2.00899  0.33
H3 1.51951 1.91970 -2.40998  0.33
H4 -2.32238 -1.28317 2.53303  0.36
H5 -3.24636 -1.30776 1.05334  0.43
H6 -2.01442 -2.55634 1.32334  0.34
H7 2.44117 1.03022 0.35793  0.32
H8 -1.36989 0.25315 1.09428  0.53

- Charge: 0
- HOMO-LUMO gap: 9.12 eV
- HOMO level: -9.27 eV
- Relative energy (zero: lowest compared OMol25 entry of this formula, charge and spin): 134.8 kJ/mol

***

C3H4N2O | ωB97M-V/def2-TZVPD

Last column: Mulliken charge in e.
Cartesian coordinates (Å):
O1 0.64028 0.47207 -1.81059  -0.48
C1 0.33026 0.48088 -0.47291  0.37
C2 1.00206 -0.22580 0.57395  -0.37
N1 0.15743 -1.05700 1.19857  -0.45
C3 -1.03026 -0.61772 0.82769  -0.24
N2 -0.99945 0.26905 -0.21599  -0.10
H1 1.50890 0.83700 -1.98204  0.33
H2 1.89862 0.00320 1.13529  0.37
H3 -1.74549 -0.56368 1.62089  0.33
H4 -1.76236 0.40199 -0.87486  0.24

- Charge: 0
- Structure (SMILES): Oc1cnc[nH]1
- HOMO-LUMO gap: 8.42 eV
- HOMO level: -7.81 eV
- Relative energy (zero: lowest compared OMol25 entry of this formula, charge and spin): 257.6 kJ/mol

***

In eV/Å, the max |F| values for the records above are, in order, 0.776, 4.607, 2.845, 0.707, 4.363, 2.780.